Record 1
DFT (ωB97M-V with the def2-TZVPD basis set) results for one molecule with the formula C6H10.

- LUMO energy: 1.17 eV
- Gap between HOMO and LUMO: 0.334 hartree
- 2S+1: 1
- SMILES: C[C@H]1C[C@H]2C[C@H]21

Last column: Löwdin charge in e.
Positions of all 16 atoms, in Å:
1 C -0.9451 -0.8228 1.4201  -0.0742
2 C -0.6421 0.3784 0.5252  -0.3617
3 C 0.8415 0.8178 0.4344  -0.1380
4 C 0.9144 0.5631 -1.0592  -0.2212
5 C 0.3469 -0.7444 -1.4059  -0.1600
6 C -0.7793 0.1820 -1.0157  -0.0830
7 H -0.7653 -0.5622 2.4715  0.0781
8 H -1.9905 -1.1390 1.3302  0.0782
9 H -0.3143 -1.6900 1.1936  0.0667
10 H -1.2904 1.2008 0.8433  0.1250
11 H 0.9634 1.8691 0.7101  0.1111
12 H 1.5722 0.2172 0.9807  0.1072
13 H 1.5119 1.1183 -1.7860  0.1351
14 H 0.6323 -1.5291 -0.7127  0.1043
15 H 0.3633 -1.0493 -2.4465  0.1053
16 H -0.4188 1.1901 -1.4830  0.1271

Record 2
DFT (ωB97M-V with the def2-TZVPD basis set) results for one molecule with the formula C6H10.

- LUMO energy: 1.24 eV
- Gap between HOMO and LUMO: 0.394 hartree
- 2S+1: 1
- SMILES: C[C@H]1C[C@H]2C[C@H]21

Last column: Löwdin charge in e.
Positions of all 16 atoms, in Å:
1 C -0.9330 -0.7169 1.4520  -0.0710
2 C -0.5582 0.4552 0.5353  -0.3006
3 C 0.9717 0.7561 0.5247  -0.1141
4 C 0.9560 0.5692 -0.9845  -0.2242
5 C 0.3683 -0.7536 -1.4205  -0.0925
6 C -0.5343 0.3417 -1.0284  -0.2100
7 H -0.8468 -0.4887 2.5284  0.0798
8 H -1.9531 -1.0596 1.2737  0.0721
9 H -0.2487 -1.5611 1.2887  0.0661
10 H -1.2446 1.2891 0.5587  0.1247
11 H 1.2975 1.7485 0.8579  0.1069
12 H 1.5820 0.0119 1.0559  0.1072
13 H 1.5471 1.1597 -1.6726  0.1251
14 H 0.3648 -1.6218 -0.7668  0.0948
15 H 0.4494 -0.9709 -2.4791  0.1016
16 H -1.2180 0.8412 -1.7234  0.1342

Record 3
DFT (ωB97M-V with the def2-TZVPD basis set) results for a 3-piece molecular cluster, C6H10 overall.

- LUMO energy: -1.41 eV
- Gap between HOMO and LUMO: 0.201 hartree
- 2S+1: 1

Last column: Löwdin charge in e.
Positions of all 16 atoms, in Å:
1 C -1.4846 -0.3896 0.4299  -0.2833
2 C -2.0883 -0.0317 -0.8188  -0.1313
3 C 3.3787 0.0455 -0.0428  0.0647
4 C 2.0451 0.4381 -0.2267  -0.2179
5 C 0.9901 -0.4259 -0.3059  -0.0669
6 C -0.3901 0.0835 -0.6473  -0.1930
7 H -1.3849 0.4041 1.3803  0.1496
8 H -4.3585 0.2373 1.4786  0.0383
9 H -1.3471 -1.3928 0.7931  0.0789
10 H -3.8486 0.7967 1.1118  0.0164
11 H -0.3084 1.2096 -0.8688  0.1162
12 H 4.2493 0.6123 -0.4229  0.0686
13 H 3.5748 -1.0112 0.2426  0.0660
14 H 1.9209 1.5732 -0.2126  0.1317
15 H 1.2982 -1.4809 -0.1565  0.1222
16 H -2.2465 -0.6681 -1.7340  0.0397

Record 4
DFT (ωB97M-V with the def2-TZVPD basis set) results for one molecule with the formula C6H10.

- LUMO energy: 1.10 eV
- Gap between HOMO and LUMO: 0.350 hartree
- 2S+1: 1
- SMILES: C=C(C)/C=C/C

Last column: Löwdin charge in e.
Positions of all 16 atoms, in Å:
1 C -2.1076 -0.9857 0.0299  0.0286
2 C -1.0986 -0.1248 -0.0523  -0.4583
3 C -1.3413 1.2891 -0.0336  -0.1249
4 C 0.2936 -0.5776 0.0251  -0.0847
5 C 1.3098 0.3223 0.0447  -0.1783
6 C 2.7126 -0.1311 -0.0371  -0.1321
7 H -2.0720 -2.1037 0.0930  0.0736
8 H -3.1741 -0.6535 -0.1077  0.0720
9 H -2.4560 1.6011 -0.2183  0.1088
10 H -0.7646 1.9782 -0.7533  0.1014
11 H -1.0616 1.5903 1.0756  0.1312
12 H 0.5087 -1.6529 -0.0931  0.1156
13 H 1.0514 1.3249 0.2264  0.0703
14 H 3.1402 0.0309 1.0281  0.0974
15 H 2.8347 -1.2668 -0.3486  0.1078
16 H 3.3825 0.3979 -0.7625  0.0715

Record 5
DFT (ωB97M-V with the def2-TZVPD basis set) results for one molecule with the formula C6H10.

- LUMO energy: 1.19 eV
- Gap between HOMO and LUMO: 0.407 hartree
- 2S+1: 1
- SMILES: C#C[C@H](C)CC

Last column: Löwdin charge in e.
Positions of all 16 atoms, in Å:
1 C 1.4510 1.2668 1.6093  0.1204
2 C 1.0837 0.7567 0.5819  -0.1374
3 C 0.3513 0.1700 -0.5483  -0.3948
4 C 0.0551 1.2293 -1.6328  -0.0626
5 C -0.8911 -0.4917 0.0912  -0.2414
6 C -0.5000 -1.7559 0.8551  -0.1108
7 H 1.7114 1.7044 2.5450  0.0242
8 H 0.9453 -0.6297 -1.0109  0.1339
9 H -0.9307 1.6860 -1.4979  0.0783
10 H 0.7968 2.0326 -1.5953  0.0752
11 H 0.0896 0.7848 -2.6336  0.0749
12 H -1.6375 -0.7283 -0.6759  0.1102
13 H -1.3475 0.2344 0.7772  0.1159
14 H 0.0288 -2.4495 0.1916  0.0741
15 H 0.1678 -1.5284 1.6941  0.0701
16 H -1.3739 -2.2816 1.2493  0.0696

Record 6
DFT (ωB97M-V with the def2-TZVPD basis set) results for one molecule with the formula C6H10.

- LUMO energy: 1.12 eV
- Gap between HOMO and LUMO: 0.319 hartree
- 2S+1: 1
- SMILES: C=C/C=C\CC

Last column: Löwdin charge in e.
Positions of all 16 atoms, in Å:
1 C 0.1745 -2.3416 0.0582  -0.0170
2 C -0.7112 -1.5999 0.7371  -0.1906
3 C -1.1261 -0.2179 0.5682  -0.1612
4 C -0.7582 0.5752 -0.4466  -0.2244
5 C 0.5711 0.6625 -1.0405  -0.1275
6 C 0.7924 1.7843 0.1891  -0.0672
7 H 0.9014 -1.9577 -0.6498  0.0281
8 H 0.1647 -3.4176 0.1778  0.0423
9 H -1.3475 -2.1273 1.4437  0.0886
10 H -1.8716 0.1680 1.2576  0.0972
11 H -1.3364 1.4490 -0.7246  0.1140
12 H 0.6486 1.0785 -2.0606  0.1079
13 H 1.2835 -0.1688 -0.9465  0.0821
14 H 1.4380 1.2751 0.8999  0.0806
15 H -0.0257 2.1911 0.8398  0.0921
16 H 1.2023 2.6470 -0.3028  0.0551

Record 7
DFT (ωB97M-V with the def2-TZVPD basis set) results for a 2-piece molecular cluster, C6H10 overall.

- LUMO energy (spin up / spin down): -0.43 / -0.61 eV
- Gap between HOMO and LUMO (spin up / spin down): 0.234 / 0.226 hartree
- 2S+1: 1

Last column: Löwdin charge in e.
Positions of all 16 atoms, in Å:
1 C -0.7753 -1.2562 -0.7057  -0.0975
2 C -0.1283 0.0768 -0.6491  -0.1883
3 C -0.9642 1.3010 -0.6170  -0.0945
4 C 2.1877 0.1544 0.6550  -0.0699
5 C 1.0066 0.0665 1.3268  -0.3079
6 C -0.1517 -0.0412 1.8372  -0.0006
7 H -1.1996 -1.3310 -1.7223  0.0997
8 H -1.5651 -1.3429 0.0394  0.0792
9 H -0.0526 -2.0650 -0.5860  0.0914
10 H 0.7813 0.1639 -1.2296  0.0963
11 H -0.3681 2.1981 -0.4424  0.0909
12 H -1.4018 1.3805 -1.6274  0.0995
13 H -1.7544 1.2193 0.1285  0.0808
14 H 2.7878 -0.7298 0.4585  0.0484
15 H 2.6219 1.1224 0.4170  0.0493
16 H -0.4486 -0.0287 2.8803  0.0235

Record 8
DFT (ωB97M-V with the def2-TZVPD basis set) results for one molecule with the formula C6H10.

- LUMO energy: 1.17 eV
- Gap between HOMO and LUMO: 0.404 hartree
- 2S+1: 1
- SMILES: C#C[C@H](C)CC

Last column: Löwdin charge in e.
Positions of all 16 atoms, in Å:
1 C -0.6876 2.1898 -0.6859  0.1067
2 C -0.7805 0.9894 -0.7108  -0.1336
3 C -0.5329 -0.4443 -0.5796  -0.3668
4 C -1.6461 -1.1766 0.1923  -0.0835
5 C 0.8889 -0.6593 0.1227  -0.1836
6 C 1.7107 0.5905 0.4967  -0.1063
7 H -0.6045 3.2519 -0.6785  0.0359
8 H -0.4886 -0.8797 -1.5890  0.1323
9 H -1.7974 -0.7114 1.1721  0.0839
10 H -2.6094 -1.1733 -0.3326  0.0778
11 H -1.3510 -2.2209 0.3494  0.0764
12 H 1.4681 -1.2958 -0.5549  0.1007
13 H 0.6968 -1.2496 1.0261  0.0952
14 H 2.6587 0.6464 -0.0457  0.0698
15 H 1.1476 1.4975 0.2505  0.0253
16 H 1.9274 0.6455 1.5673  0.0697

Record 9
DFT (ωB97M-V with the def2-TZVPD basis set) results for a 2-piece molecular cluster, C6H10 overall.

- LUMO energy: 1.03 eV
- Gap between HOMO and LUMO: 0.381 hartree
- 2S+1: 1
- SMILES: C=C=CC.C=C

Last column: Löwdin charge in e.
Positions of all 16 atoms, in Å:
1 C -2.0286 0.2243 -0.4295  -0.0384
2 C -1.1311 0.1106 0.5201  -0.1125
3 C 0.0108 -0.0357 1.1325  -0.1753
4 C 0.5010 -0.0964 2.5450  -0.0968
5 H -2.2798 1.1899 -0.8637  0.0636
6 H -2.5179 -0.6468 -0.8609  0.0638
7 H 0.7993 -0.1412 0.3820  0.0517
8 H -0.2835 0.0049 3.2956  0.0710
9 H 1.0241 -1.0480 2.7026  0.0738
10 H 1.2481 0.6921 2.7021  0.0739
11 C 1.2942 -0.2075 -1.5896  -0.1201
12 C 0.1385 -0.0354 -2.2229  -0.1011
13 H 1.9086 0.6367 -1.2862  0.0631
14 H 1.6513 -1.1964 -1.3120  0.0636
15 H -0.4874 -0.8752 -2.5116  0.0596
16 H -0.2320 0.9539 -2.4774  0.0600

Record 10
DFT (ωB97M-V with the def2-TZVPD basis set) results for one molecule with the formula C6H10.

- LUMO energy: 0.07 eV
- Gap between HOMO and LUMO: 0.300 hartree
- 2S+1: 1

Last column: Löwdin charge in e.
Positions of all 16 atoms, in Å:
1 C 1.6961 -0.2982 0.2766  -0.0343
2 C 0.2826 0.0451 -0.1420  -0.4899
3 C -0.2063 1.4337 0.0152  -0.0683
4 C -0.7759 0.3611 0.9441  -0.3288
5 C -2.0625 -0.1347 0.5243  0.1450
6 C -0.3290 -0.7966 -1.2464  -0.0731
7 H 2.0425 0.3421 1.0955  0.0831
8 H 2.3816 -0.1589 -0.5714  0.0903
9 H 1.7733 -1.3431 0.6001  0.0846
10 H 0.4572 2.1549 0.4831  0.1091
11 H -0.8987 1.8375 -0.7195  0.1145
12 H -0.4350 0.3582 1.9767  0.1275
13 H -2.3579 -0.8309 1.3075  0.0091
14 H -1.4266 -0.5121 -1.2955  0.0629
15 H 0.1082 -0.5894 -2.2219  0.0791
16 H -0.2495 -1.8688 -1.0266  0.0891

What are the E_tot values for these records? In order: -234.47409 -234.54036 -234.28177 -234.54381 -234.54479 -234.49253 -234.38017 -234.53116 -234.49669 -234.44196 hartree.
What are the max |F| values for these records? In order: 1.8 1.6 6.1 4.7 0.6 1.6 1.0 0.6 0.4 1.5 eV/Å.